#1
The following is a quantum chemistry calculation of a structure of composition C42H31IrN7O5PSSe, from the Open Molecules 2025 dataset.

The expectation value of S² is 0.755. The LUMO energy (alpha / beta) is -3.46 / -4.35 eV.

ORCA input file:
```
! wB97M-V def2-TZVPD RIJCOSX def2/J DEFGRID3
* xyz 1 2
Ir -0.62181 -0.45394 1.11020
Se -2.82288 6.04477 4.38227
N -3.69521 4.78433 3.48304
C -2.84560 3.82108 3.25592
C -3.19319 2.60227 2.53241
C -4.47102 2.33009 2.04455
C -4.68123 1.14843 1.36722
C -3.62266 0.26496 1.19260
N -2.39946 0.51709 1.64510
C -2.18207 1.67769 2.30152
C -0.82502 1.90203 2.77707
N 0.04680 0.91231 2.49700
C 1.24241 0.93239 3.08095
C 1.64283 1.98323 3.89715
C 0.78777 3.04307 4.11487
C -0.48811 2.99773 3.55806
C -1.51099 4.01630 3.76538
N -1.29487 5.13488 4.39975
H -5.26325 3.04952 2.20132
H -5.65325 0.89018 0.97277
H -3.76014 -0.68397 0.69871
H 1.91005 0.10630 2.88875
H 2.62718 1.95570 4.34109
H 1.07539 3.89302 4.71893
O -0.83191 4.10871 0.56388
S -1.76962 3.69885 -0.46937
O -2.96248 4.49139 -0.71027
O -0.86709 0.90175 -0.49458
C -0.85056 3.64486 -2.01492
C -0.50144 4.88276 -2.53436
C 0.17581 4.93918 -3.74088
C 0.48640 3.76708 -4.41425
C 0.13325 2.53868 -3.87887
C -0.54822 2.45321 -2.66294
P -0.96886 0.80683 -2.01473
C 0.21578 -0.29053 -2.76711
C 1.55558 -0.17763 -2.39167
C 2.51377 -0.92707 -3.04945
C 2.14097 -1.80065 -4.06316
C 0.80993 -1.92256 -4.42963
C -0.15705 -1.16443 -3.78724
C -2.59487 0.43077 -2.69327
C -3.40281 -0.55762 -2.13361
C -4.64440 -0.83835 -2.68172
C -5.08704 -0.14391 -3.79831
C -4.28086 0.82706 -4.37396
C -3.04202 1.11801 -3.82453
H -0.76206 5.78777 -2.00156
H 0.45814 5.89848 -4.15289
H 1.01379 3.80612 -5.35766
H 0.40283 1.63163 -4.40465
H 1.84238 0.49384 -1.59071
H 3.55357 -0.84543 -2.76374
H 2.89223 -2.40344 -4.55442
H 0.52126 -2.61543 -5.20810
H -1.19682 -1.26161 -4.07225
H -3.02527 -1.14704 -1.31241
H -5.25959 -1.61477 -2.24576
H -6.05565 -0.36605 -4.22611
H -4.61730 1.36534 -5.24969
H -2.43600 1.89066 -4.27734
N -1.22367 -1.85980 -0.23387
C -0.75122 -2.89260 -0.55925
N -0.33394 -4.01984 -0.93850
C 0.84802 -4.08243 -1.55411
N 1.86896 -4.19517 -2.08248
C 5.84229 -5.18251 2.97804
C 4.66842 -4.30557 2.65660
C 3.52988 -4.30905 3.44701
C 2.42310 -3.52091 3.16307
C 1.25386 -3.64354 4.10594
C 2.46807 -2.69109 2.01763
C 3.62665 -2.66702 1.20027
C 3.74640 -1.85644 -0.06032
C 4.69649 -3.47238 1.54420
C 1.30853 -1.88852 1.64992
O 0.17991 -1.96242 2.26230
O 1.27825 -1.03090 0.69340
H 5.69971 -5.71265 3.91761
H 6.75756 -4.59350 3.04782
H 5.99071 -5.92075 2.18822
H 3.49835 -4.94680 4.32226
H 1.59066 -4.09820 5.03584
H 0.48474 -4.28754 3.67470
H 0.78048 -2.69341 4.32985
H 2.99696 -2.17610 -0.78394
H 4.73153 -2.01266 -0.49681
H 3.60674 -0.79051 0.11723
H 5.57712 -3.46362 0.91289
*
```

Löwdin population analysis, charges in e, atoms 1 to 5: number 1, Ir, carries 1.45; number 2, Se, carries 1.18; number 3, N, carries -0.20; number 4, C, carries -0.34; number 5, C, carries -0.09

***

#2
The following is a quantum chemistry calculation of a structure of composition C42H31IrN7O5PSSe, from the Open Molecules 2025 dataset.

The expectation value of S² is 0.796. The LUMO energy (alpha / beta) is -3.39 / -4.47 eV.

ORCA input file:
```
! wB97M-V def2-TZVPD RIJCOSX def2/J DEFGRID3
* xyz 1 2
Ir -0.73191 -0.28811 -1.39380
Se -0.81923 -6.86653 -5.09432
N 0.42377 -6.01934 -4.15447
C -0.14327 -4.95959 -3.64529
C 0.55997 -4.00597 -2.78845
C 1.87012 -4.16873 -2.34425
C 2.40949 -3.22609 -1.49408
C 1.64850 -2.12545 -1.12373
N 0.40946 -1.95410 -1.57093
C -0.14475 -2.88572 -2.37246
C -1.54578 -2.70103 -2.68436
N -2.11729 -1.62526 -2.12221
C -3.42540 -1.44321 -2.22726
C -4.22083 -2.33153 -2.94431
C -3.64156 -3.42001 -3.55843
C -2.26935 -3.62630 -3.41793
C -1.54000 -4.77174 -3.95886
N -2.08528 -5.68285 -4.71799
H 2.43521 -5.03582 -2.66009
H 3.41470 -3.32662 -1.11101
H 2.02996 -1.35287 -0.46991
H -3.83081 -0.56219 -1.74856
H -5.28349 -2.15009 -3.01584
H -4.23063 -4.12297 -4.13248
O -1.91529 1.43316 -2.10023
S -0.99946 1.57467 -3.28758
O -1.57338 2.09894 -4.47364
O -0.40199 0.19325 -3.41014
C 0.91824 2.25633 -1.59862
C 0.54049 3.96284 -3.39011
C 2.89379 4.45866 -3.27078
C 3.10751 4.73567 -1.85497
C 2.59124 4.10448 -0.73158
C 1.73551 3.03481 -0.67203
P 1.07665 1.91368 0.58024
C -0.20748 2.74790 1.49454
C -1.55188 2.43539 1.31500
C -2.51381 3.17844 1.98503
C -2.13661 4.22059 2.81788
C -0.79356 4.53658 2.98922
C 0.17494 3.80335 2.32773
C 2.19769 1.08983 1.67907
C 1.92390 0.98507 3.04206
C 2.85557 0.38390 3.87587
C 4.04191 -0.10918 3.35065
C 4.30840 -0.01588 1.98721
C 3.38948 0.58703 1.14787
H -0.14830 4.04631 -4.22958
H 3.79346 4.61521 -3.86751
H 3.90108 5.44900 -1.66605
H 2.98270 4.45050 0.21971
H -1.83903 1.62501 0.66576
H -3.56163 2.94336 1.85010
H -2.89282 4.79877 3.33307
H -0.50414 5.35886 3.62990
H 1.22233 4.05596 2.45737
H 0.98827 1.35347 3.44359
H 2.64978 0.29551 4.93440
H 4.76757 -0.57217 4.00719
H 5.23628 -0.40308 1.58715
H 3.59390 0.68086 0.08608
N 0.63250 1.13390 -0.80815
C 0.32277 2.60775 -2.75883
N 1.88710 4.07432 -3.95380
C 0.18097 5.05167 -2.44386
N -0.09353 5.89076 -1.70982
C -1.05921 -1.27284 6.92963
C -1.13763 -1.37465 5.42812
C -2.30354 -1.03657 4.74940
C -2.38839 -1.10424 3.36464
C -3.66128 -0.74137 2.64343
C -1.26788 -1.52020 2.64945
C -0.08848 -1.87745 3.29991
C 1.08849 -2.42024 2.52650
C -0.04145 -1.79752 4.68800
C -1.33960 -1.61594 1.14483
O -1.62038 -2.62855 0.52631
O -1.00684 -0.48533 0.57760
H -2.05194 -1.25591 7.37727
H -0.54490 -0.35757 7.23080
H -0.50904 -2.11287 7.35403
H -3.17196 -0.71566 5.31556
H -4.41987 -0.38927 3.34043
H -4.06230 -1.60484 2.10795
H -3.48262 0.04804 1.90800
H 1.01950 -3.50776 2.44398
H 2.03236 -2.18037 3.02054
H 1.12429 -2.01560 1.51408
H 0.87094 -2.08547 5.20350
*
```

Löwdin population analysis, charges in e, atoms 1 to 5: number 1, Ir, carries 1.41; number 2, Se, carries 1.18; number 3, N, carries -0.22; number 4, C, carries -0.33; number 5, C, carries -0.06

***

Verdict on stability: #1 comes out on top.

***

#1
The following is a quantum chemistry calculation of a cluster of 2 separate species, C3H10N4O2 in total, from the Open Molecules 2025 dataset.

As for the SMILES: [H]/N=C(\N)ON.CC(N)=O. The LUMO energy is 0.47 eV.

ORCA input file:
```
! wB97M-V def2-TZVPD RIJCOSX def2/J DEFGRID3
* xyz 0 1
C -1.96363 -0.62851 -1.57315
C -1.17420 0.56002 -1.11329
N -0.66172 0.66018 2.30793
O -0.02536 -0.50357 1.68414
O -1.63816 1.46958 -0.44512
H -1.25540 0.99732 1.53913
H 0.11499 1.33806 2.30369
H -2.91758 -0.65382 -1.04027
H -1.41860 -1.55105 -1.35783
H -2.15325 -0.54703 -2.64628
C 1.22822 -0.18847 1.13055
N 1.92622 -1.30860 0.80932
N 0.15764 0.54497 -1.47041
N 1.72954 0.99668 1.21436
H 1.36935 -2.15443 0.78317
H 2.70677 -1.18945 0.18056
H 0.69877 1.36502 -1.21641
H 0.55451 -0.16304 -2.07078
H 2.72188 0.95613 0.98070
*
```

Löwdin population analysis, charges in e, atoms 1 to 5: number 1, C, carries -0.01; number 2, C, carries -0.59; number 3, N, carries 0.07; number 4, O, carries -0.12; number 5, O, carries 0.02

***

#2
The following is a quantum chemistry calculation of a cluster of 2 separate species, C3H10N4O2 in total, from the Open Molecules 2025 dataset.

As for the SMILES: [H]/N=C(/C)C(=O)O.NNN. The LUMO energy is -0.14 eV.

ORCA input file:
```
! wB97M-V def2-TZVPD RIJCOSX def2/J DEFGRID3
* xyz 0 1
C -1.57116 0.89078 -0.12637
C -0.59821 -0.69324 1.65112
C -0.99385 -0.44097 0.22811
O -0.77981 0.35702 2.46416
N -0.92024 -1.37158 -0.64259
O -0.16028 -1.75418 2.03271
H -0.52441 0.12593 3.37124
H -0.59665 -2.25617 -0.24726
H -1.64608 0.98005 -1.20728
H -2.57392 0.95558 0.29537
H -0.98852 1.70837 0.29343
N 1.75089 0.16896 -0.57360
N 1.63642 -0.92450 -1.42249
N 1.60438 1.35886 -1.30448
H 1.07682 0.11355 0.22721
H 0.65750 -1.14222 -1.67597
H 2.06067 -1.72983 -0.97657
H 1.90813 2.13756 -0.73399
H 0.65833 1.51604 -1.65275
*
```

Löwdin population analysis, charges in e, atoms 1 to 5: number 1, C, carries -0.04; number 2, C, carries -0.50; number 3, C, carries -0.38; number 4, O, carries 0.12; number 5, N, carries 0.15

***

Verdict on stability: #1 comes out on top.

***

#1
The following is a quantum chemistry calculation of a cluster of 2 separate species, CH5NO2 in total, from the Open Molecules 2025 dataset.

As for the SMILES: C=[NH+][O-].O. The LUMO energy is 0.69 eV.

ORCA input file:
```
! wB97M-V def2-TZVPD RIJCOSX def2/J DEFGRID3
* xyz 0 1
C -0.41270 -0.97564 -1.63893
N -0.37670 -1.11454 -0.35384
O 1.90310 1.36183 1.50245
O -0.15753 -0.38398 0.61395
H -0.64697 -1.79963 -2.24390
H 0.09380 -0.01775 -2.00055
H 0.98586 1.17838 1.20830
H -0.67429 -2.04786 -0.15907
H 2.37134 1.13112 0.65024
*
```

Löwdin population analysis, charges in e, atoms 1 to 5: number 1, C, carries 0.06; number 2, N, carries -0.25; number 3, O, carries -0.11; number 4, O, carries -0.06; number 5, H, carries 0.06

***

#2
The following is a quantum chemistry calculation of a cluster of 2 separate species, CH5NO2 in total, from the Open Molecules 2025 dataset.

As for the SMILES: O=CO.N. The LUMO energy is 0.44 eV.

ORCA input file:
```
! wB97M-V def2-TZVPD RIJCOSX def2/J DEFGRID3
* xyz 0 1
N 0.76078 0.97039 1.07951
H 0.15065 1.55714 1.68465
H 1.36593 1.53443 0.43929
H 1.41428 0.57248 1.76667
O -1.35303 -1.68798 -2.20667
C -1.03356 -1.15737 -1.16396
O 0.23171 -0.85743 -0.88664
H -1.84454 -0.80088 -0.50138
H 0.30778 -0.13078 -0.21147
*
```

Löwdin population analysis, charges in e, atoms 1 to 5: number 1, N, carries 0.01; number 2, H, carries 0.06; number 3, H, carries 0.07; number 4, H, carries 0.05; number 5, O, carries 0.04

***

Verdict on stability: #2 comes out on top.

***

#1
The following is a quantum chemistry calculation of the molecule C4H8ClNO, from the Open Molecules 2025 dataset.

As for the SMILES: N[C@H]1C[C@@H](O)[C@@H]1Cl. The LUMO energy is 0.80 eV.

ORCA input file:
```
! wB97M-V def2-TZVPD RIJCOSX def2/J DEFGRID3
* xyz 0 1
C -0.90140 0.61487 -0.38683
C -1.00599 -0.92293 -0.67517
C 0.56303 -0.97874 -0.37786
C 0.42552 0.35503 0.41929
H -0.35494 2.23659 -1.45680
H -1.62372 1.40091 -2.09786
H -1.70260 1.09036 0.19619
H -1.31984 -1.23028 -1.69045
H -1.56537 -1.54186 0.03532
H 0.96307 -1.81966 0.14675
H 0.81135 -0.06159 -2.04543
H 1.24917 1.07759 0.36564
N -0.67690 1.27945 -1.67985
O 1.24651 -0.83100 -1.60383
Cl 0.22483 0.12531 2.19174
*
```

Löwdin population analysis, charges in e, atoms 1 to 5: number 1, C, carries -0.38; number 2, C, carries -0.08; number 3, C, carries -0.36; number 4, C, carries -0.58; number 5, H, carries 0.10

***

#2
The following is a quantum chemistry calculation of a cluster of 2 separate species, C4H8ClNO in total, from the Open Molecules 2025 dataset.

The LUMO energy is 0.75 eV.

ORCA input file:
```
! wB97M-V def2-TZVPD RIJCOSX def2/J DEFGRID3
* xyz 0 1
C 0.44284 0.06559 0.04866
C -2.00148 -1.19903 0.45854
C 2.18515 1.50901 -0.27543
C -1.60032 -0.43853 -0.69534
N 0.80416 -0.92649 0.67207
O 0.75639 1.26212 -0.45342
Cl -2.34712 1.16305 -0.85473
H -2.64191 -2.09789 0.19691
H -1.09553 -1.71146 0.91601
H -2.57858 -0.61228 1.16634
H 2.72442 0.57137 -0.27984
H 2.29236 1.99734 0.67932
H 2.64105 2.08002 -1.05702
H -1.29961 -0.88351 -1.71803
H 1.71817 -0.77932 1.19596
*
```

Löwdin population analysis, charges in e, atoms 1 to 5: number 1, C, carries -0.36; number 2, C, carries -0.24; number 3, C, carries -0.04; number 4, C, carries -0.61; number 5, N, carries 0.10

***

#3
The following is a quantum chemistry calculation of a cluster of 2 separate species, C4H8ClNO in total, from the Open Molecules 2025 dataset.

As for the SMILES: C=C/C(O)=N/C.Cl. The LUMO energy is 0.56 eV.

ORCA input file:
```
! wB97M-V def2-TZVPD RIJCOSX def2/J DEFGRID3
* xyz 0 1
C 1.23363 -0.19612 2.31548
C 0.31305 0.15318 1.31041
C 0.11345 0.24769 -0.23139
C 0.82622 -0.42751 -2.32608
N 0.93552 -0.40667 -0.89462
O -1.01648 0.88665 -0.59924
Cl -3.32783 -0.71143 1.45197
H 2.35800 -0.16667 2.25364
H 0.86686 -0.05512 3.36052
H -0.55997 0.68820 1.75672
H -3.20906 0.48468 1.30150
H 0.66612 0.59890 -2.76660
H 1.77937 -0.79263 -2.87570
H 0.05240 -1.18047 -2.44539
H -1.03128 0.87729 -1.61124
*
```

Löwdin population analysis, charges in e, atoms 1 to 5: number 1, C, carries 0.01; number 2, C, carries -0.08; number 3, C, carries -0.47; number 4, C, carries -0.14; number 5, N, carries 0.02

***

Verdict on stability: #1 comes out on top.

***

#1
The following is a quantum chemistry calculation of a structure of composition C6H12NOS, from the Open Molecules 2025 dataset.

The LUMO energy is -3.55 eV.

ORCA input file:
```
! wB97M-V def2-TZVPD RIJCOSX def2/J DEFGRID3
* xyz 1 1
C 0.43452 -2.02130 0.10382
C -0.34091 -1.09738 0.57502
C 1.61325 0.27821 -0.62960
C 2.66589 0.74545 0.39748
C -0.75416 0.62168 -1.30999
C -2.65165 -0.85528 1.05516
N 0.30762 0.52740 -0.33012
O -1.22152 -0.71575 1.35326
S 1.80791 -1.64335 -0.77780
H 0.08402 -3.03712 0.13989
H 1.87784 0.49215 -1.61992
H 2.58357 0.37574 1.48249
H 2.58233 1.90344 0.46929
H 3.72028 0.56712 0.08147
H -1.12582 -0.35745 -1.57439
H -1.58971 1.00998 -0.71962
H -0.64807 1.29124 -2.11248
H -3.22041 -0.11827 1.60807
H -3.05473 -1.89799 1.43374
H -2.79220 -0.92347 -0.02783
H 0.11054 1.12334 0.47918
*
```

Löwdin population analysis, charges in e, atoms 1 to 5: number 1, C, carries -0.40; number 2, C, carries -0.26; number 3, C, carries -0.54; number 4, C, carries -0.08; number 5, C, carries -0.01

***

#2
The following is a quantum chemistry calculation of the ion C6H12NOS with charge +1, from the Open Molecules 2025 dataset.

The LUMO energy (alpha / beta) is -5.22 / -5.65 eV.

ORCA input file:
```
! wB97M-V def2-TZVPD RIJCOSX def2/J DEFGRID3
* xyz 1 1
C -0.38112 -0.47897 -1.24808
C -1.01344 1.67581 0.18022
C 1.11326 -0.75389 -1.37980
C 0.29455 2.34923 0.40007
C 0.35665 -0.00577 1.32232
C 0.59915 -1.36534 1.75473
N -0.65893 0.10679 0.18720
O 1.72506 0.30752 -0.96781
S 0.89566 1.40095 1.94153
H -0.63418 0.34501 -1.78202
H -1.08576 -1.36640 -1.49533
H -1.85082 1.86746 0.88875
H -1.49310 1.84210 -0.70978
H 1.38355 -1.67338 -0.86356
H 1.24180 -0.88033 -2.42576
H 1.14096 1.96678 -0.39372
H 0.21438 3.41834 0.60318
H 1.34670 -1.77041 0.99295
H -0.22808 -2.02556 1.89956
H 1.30166 -1.28432 2.55875
H -1.56924 -0.38634 0.44286
*
```

Löwdin population analysis, charges in e, atoms 1 to 5: number 1, C, carries -0.03; number 2, C, carries -0.14; number 3, C, carries -0.42; number 4, C, carries -0.28; number 5, C, carries -0.56

***

Verdict on stability: #1 comes out on top.